No. 1
37
Properties=species:S:1:pos:R:3:nbo_charge:R:1 method="wB97M-V/def2-TZVPD" e_homo_ev="-22.76 / -22.72" total_charge=+4 s2=9.068 spin_multiplicity=6 e_above_lowest_kcal_mol=1.3
I 1.520 -3.145 0.370 0.6137
I 1.790 2.451 -0.516 0.4528
Sc -0.786 0.105 1.970 0.8785
Fe 0.676 -0.584 0.194 0.8537
S 1.751 0.356 -1.529 0.0254
C -1.556 -1.335 0.136 0.1082
C -2.435 -1.456 1.295 0.3219
C 0.695 0.272 -3.135 0.0469
C 1.557 1.172 -3.994 -0.6618
C -0.762 0.686 -3.006 -0.6768
C 0.773 -1.226 -3.429 -0.6819
C -2.751 1.037 2.840 0.5201
C -2.249 1.371 0.261 0.5522
O -3.321 -2.162 1.710 -0.1177
O -1.868 -1.851 -0.963 -0.2894
O -3.624 1.587 3.318 -0.2132
O -3.058 1.771 -0.479 -0.2693
H 1.233 1.122 -5.019 0.2947
H 2.582 0.821 -3.911 0.2413
H 1.508 2.187 -3.628 0.2291
H -1.172 0.673 -4.041 0.3109
H -0.891 1.690 -2.570 0.2276
H -1.358 -0.043 -2.403 0.2092
H 0.476 -1.359 -4.475 0.3136
H 0.082 -1.831 -2.805 0.2188
H 1.788 -1.627 -3.289 0.2433
C 0.570 0.566 4.320 -0.1182
C 0.130 -0.761 4.163 -0.1577
C 0.346 -1.467 2.976 -0.3693
C 1.097 -0.836 1.940 -0.3257
C 1.746 0.398 2.194 -0.2409
C 1.357 1.133 3.312 -0.1620
H 0.323 1.113 5.258 0.3353
H -0.377 -1.272 4.989 0.3291
H -0.112 -2.445 2.826 0.3267
H 2.561 0.762 1.620 0.3123
H 1.755 2.129 3.500 0.3186

=====

No. 2
20
Properties=species:S:1:pos:R:3:nbo_charge:R:1 method="wB97M-V/def2-TZVPD" e_homo_ev=-9.17 smiles="CN(N=O)C(C)(C)C" spin_multiplicity=1 e_above_lowest_kcal_mol=94.6
C -0.787 -1.701 0.974 -0.4595
N 0.194 -0.593 0.824 -0.2400
N 1.181 -0.448 1.751 0.2285
O 1.264 -1.366 2.621 -0.4277
C 0.161 0.349 -0.246 0.1115
C -1.063 1.224 -0.184 -0.6121
C 1.415 1.259 -0.182 -0.5988
C 0.003 -0.244 -1.638 -0.6142
H -1.534 -1.475 0.087 0.2124
H -0.183 -2.630 0.932 0.2321
H -1.402 -1.783 1.913 0.2309
H -1.968 0.576 -0.092 0.2069
H -1.019 1.682 0.779 0.2108
H -1.088 1.925 -1.044 0.2198
H 2.347 0.664 -0.087 0.2337
H 1.316 1.890 0.684 0.2224
H 1.333 1.872 -1.088 0.2041
H 0.712 -0.983 -1.782 0.2118
H -0.940 -0.818 -1.903 0.2103
H 0.061 0.600 -2.317 0.2170